# 1
Here is one molecule with the formula C18H32N2O6 from the OMol25 dataset. Energies are from the ωB97M-V functional and the def2-TZVPD basis.

Output
E_HOMO = -9.1 eV
M = 372.46 g/mol
Orbital gap = 9.54 eV
Structure (SMILES) = CCOC(=O)CNC(=O)[C@@H]1CCCN(C(=O)[C@@H](O)[C@@H](OC)C(C)C)CC1
LUMO energy = 0.44 eV

Geometry as XYZ:
```
58
Properties=species:S:1:pos:R:3:nbo_charge:R:1
C -3.490 4.903 4.797 -0.627
C -3.153 5.739 3.588 -0.071
O -2.853 4.832 2.504 -0.530
C -2.531 5.412 1.338 0.794
O -2.484 6.599 1.171 -0.582
C -2.239 4.415 0.242 -0.324
N -2.300 3.042 0.681 -0.619
C -1.938 2.034 -0.152 0.687
O -1.578 2.261 -1.297 -0.650
C -1.963 0.647 0.468 -0.301
C -0.631 0.377 1.203 -0.392
C 0.654 0.756 0.465 -0.424
C 0.797 0.152 -0.944 -0.226
N -0.024 -1.030 -1.173 -0.455
C 0.239 -2.269 -0.669 0.674
O -0.593 -3.156 -0.659 -0.617
C 1.666 -2.520 -0.184 -0.017
O 1.645 -3.561 0.760 -0.697
C 2.598 -2.842 -1.371 0.106
O 3.842 -3.295 -0.843 -0.560
C 4.699 -2.254 -0.427 -0.248
C 2.083 -3.880 -2.369 -0.226
C 1.852 -5.262 -1.762 -0.624
C 3.041 -3.959 -3.556 -0.606
C -1.382 -0.773 -1.648 -0.225
C -2.361 -0.456 -0.521 -0.395
H -3.723 5.554 5.639 0.223
H -4.356 4.271 4.604 0.214
H -2.650 4.268 5.078 0.214
H -3.982 6.377 3.283 0.194
H -2.284 6.375 3.754 0.194
H -2.948 4.607 -0.567 0.236
H -1.252 4.648 -0.162 0.240
H -2.613 2.850 1.616 0.417
H -2.741 0.652 1.238 0.214
H -0.637 0.922 2.150 0.212
H -0.609 -0.685 1.463 0.219
H 0.725 1.843 0.378 0.212
H 1.492 0.446 1.095 0.207
H 0.476 0.886 -1.680 0.234
H 1.844 -0.066 -1.156 0.200
H 2.040 -1.609 0.298 0.166
H 2.548 -3.903 0.800 0.479
H 2.768 -1.909 -1.926 0.174
H 5.627 -2.714 -0.094 0.199
H 4.916 -1.571 -1.256 0.170
H 4.278 -1.676 0.403 0.164
H 1.122 -3.502 -2.730 0.210
H 2.774 -5.646 -1.321 0.203
H 1.079 -5.235 -0.998 0.245
H 1.545 -5.957 -2.545 0.204
H 4.015 -4.336 -3.239 0.211
H 2.649 -4.635 -4.317 0.211
H 3.189 -2.981 -4.020 0.200
H -1.332 0.053 -2.353 0.220
H -1.729 -1.665 -2.167 0.229
H -2.509 -1.370 0.059 0.224
H -3.324 -0.202 -0.971 0.215
```

# 2
Here is one molecule with the formula H2NO2P in a non-equilibrium geometry from the OMol25 dataset. Energies are from the ωB97M-V functional and the def2-TZVPD basis.

Output
E_HOMO (spin up / spin down) = -7.0 / -8.7 eV
M = 78.99 g/mol
Orbital gap (spin up / spin down) = 5.89 / 8.12 eV
LUMO energy (spin up / spin down) = -1.12 / -0.55 eV

Geometry as XYZ:
```
6
Properties=species:S:1:pos:R:3:nbo_charge:R:1
N -1.237 0.401 -0.092 -0.527
O 1.612 0.934 -0.191 -1.012
O -0.327 -0.646 0.121 -0.626
P 1.471 -0.485 0.050 1.295
H -0.670 1.237 -0.226 0.316
H -0.847 -1.441 0.339 0.554
```

# 3
Here is a 3-piece molecular cluster, CH7NO3 overall in a non-equilibrium geometry from the OMol25 dataset. Energies are from the ωB97M-V functional and the def2-TZVPD basis.

Output
E_HOMO = -10.7 eV
M = 81.07 g/mol
Orbital gap = 11.37 eV
Structure (SMILES) = NC=O.O.O
LUMO energy = 0.72 eV

Geometry as XYZ:
```
12
Properties=species:S:1:pos:R:3:nbo_charge:R:1
N -0.393 0.390 -1.514 -0.819
C 0.237 -0.460 -0.615 0.518
O 0.765 -0.223 0.442 -0.604
H -0.645 1.327 -1.218 0.417
H -1.110 -0.234 -1.892 0.388
H 0.321 -1.427 -1.153 0.112
O -0.093 -2.964 0.959 -0.953
H 0.060 -2.966 1.911 0.466
H -0.003 -1.994 0.779 0.473
O -0.380 3.063 0.391 -0.954
H 0.319 2.625 0.889 0.483
H -0.137 3.994 0.411 0.474
```

# 4
Here is C4H10NS as an isolated structure in a non-equilibrium geometry from the OMol25 dataset. Energies are from the ωB97M-V functional and the def2-TZVPD basis.

Output
E_HOMO = -13.6 eV
M = 104.20 g/mol
Orbital gap = 8.64 eV
Charge = +1
LUMO energy = -4.98 eV

Geometry as XYZ:
```
16
Properties=species:S:1:pos:R:3:nbo_charge:R:1
C 2.015 0.217 -0.931 -0.274
C 0.319 -1.681 0.506 -0.684
C -1.664 1.104 0.003 -0.456
C 0.273 -0.405 -0.371 -0.078
N -0.238 0.828 0.266 -0.564
S 2.320 1.767 -0.828 0.232
H 2.716 -0.519 -0.744 0.204
H 0.362 -1.594 1.670 0.242
H 1.109 -2.323 0.083 0.261
H -0.730 -2.197 0.366 0.248
H -2.190 0.388 0.601 0.224
H -2.059 2.028 0.460 0.255
H -2.140 1.038 -1.077 0.264
H -0.318 -0.702 -1.319 0.251
H 0.464 1.542 0.049 0.428
H -0.240 0.509 1.266 0.447
```

Which ΔE to the lowest compared entry with this formula, charge and spin belongs to each record? In order, 13.10 453.99 36.49 309.29 kJ/mol.
Which calculated total energy belongs to each record? In order, -1266.0722 -547.6406 -322.7748 -610.9854 Eh.